[1]
DFT (wB97M-V/def2-TZVPD) results for C4H6N2OS in the gas phase at a distorted geometry.

The geometry in XYZ format:
```
14
C4H6N2OS (wB97M-V/def2-TZVPD)
H 1.563 1.318 1.649
N 1.415 0.598 0.917
C 0.180 0.573 0.668
N -0.827 1.349 1.168
C -0.276 -0.417 -0.329
C -1.320 -1.243 -0.075
C 0.446 -0.713 -1.613
O -0.125 -1.218 -2.528
S 2.231 -0.552 -1.688
H -1.725 1.144 0.676
H -0.563 2.348 1.453
H -1.797 -1.208 0.952
H -1.572 -1.966 -0.842
H 2.369 -0.012 -0.408
```

Values from the calculation:
Relative energy (zero: lowest compared OMol25 entry of this formula, charge and spin) = 50.27 kcal per mole
Net charge = 0
DFT total energy = -20107.162 eV
Kohn-Sham gap = 9.40 eV
Max |F| = 2.6 eV Å⁻¹

[2]
DFT (wB97M-V/def2-TZVPD) results for an isolated ion of composition C6H12N and charge +1 at a distorted geometry.

The geometry in XYZ format:
```
19
C6H12N (wB97M-V/def2-TZVPD)
C -1.779 0.453 0.026
C -0.442 -0.179 -0.226
C -0.547 -1.378 -1.156
C 0.277 -0.529 1.350
C 1.484 -0.110 1.331
C 1.817 0.627 0.122
N 0.490 0.882 -0.575
H -2.090 1.188 -0.760
H -1.560 0.983 0.968
H -2.552 -0.284 0.310
H 0.411 -1.700 -1.597
H -1.286 -1.171 -1.923
H -0.952 -2.168 -0.624
H -0.412 -0.888 2.117
H 2.063 0.020 2.248
H 2.149 1.571 0.473
H 2.460 0.088 -0.577
H -0.048 1.577 -0.015
H 0.516 1.018 -1.492
```

Values from the calculation:
Relative energy (zero: lowest compared OMol25 entry of this formula, charge and spin) = 44.35 kcal per mole
Net charge = +1
DFT total energy = -7898.138 eV
Kohn-Sham gap = 11.74 eV
Max |F| = 6.2 eV Å⁻¹

[3]
DFT (wB97M-V/def2-TZVPD) results for a 2-piece molecular cluster, C5H12NOS overall at a distorted geometry.

The geometry in XYZ format:
```
20
C5H12NOS (wB97M-V/def2-TZVPD)
C -0.578 -1.058 1.210
C -2.211 -2.746 0.664
C 1.807 1.980 -0.800
C 0.314 2.304 -0.583
C 2.199 0.840 0.026
N -1.325 -1.614 0.341
O -0.472 1.110 -0.925
S 2.251 -0.697 -0.458
H 0.260 -0.510 0.868
H -0.706 -1.234 2.297
H -1.546 -3.538 0.278
H -2.289 -2.939 1.729
H -3.272 -2.683 0.223
H 2.332 2.979 -0.818
H 1.887 1.472 -1.834
H 0.087 2.462 0.423
H -0.078 3.198 -1.249
H 2.555 1.168 1.091
H -1.143 -1.305 -0.689
H -0.073 0.809 -1.793
```

Values from the calculation:
Relative energy (zero: lowest compared OMol25 entry of this formula, charge and spin) = 45.55 kcal per mole
Net charge = +1
DFT total energy = -19743.111 eV
Kohn-Sham gap = 7.90 eV
Max |F| = 3.6 eV Å⁻¹

[4]
DFT (wB97M-V/def2-TZVPD) results for a 10-piece molecular cluster, C33H67Br6NO19 overall at a distorted geometry.

The geometry in XYZ format:
```
126
C33H67Br6NO19 (wB97M-V/def2-TZVPD)
C -15.253 23.491 14.196
C -15.203 23.271 12.719
O -14.687 21.925 12.472
C -14.078 21.692 11.288
O -13.893 22.447 10.308
O -13.836 20.407 11.208
C -13.474 19.843 9.956
H -15.700 22.645 14.719
H -15.865 24.329 14.533
H -14.278 23.695 14.639
H -14.537 23.992 12.244
H -16.233 23.387 12.380
H -14.161 19.191 9.417
H -12.683 19.133 10.201
H -13.105 20.514 9.179
C -8.434 24.306 4.113
C -9.288 23.085 3.626
O -10.091 22.427 4.703
C -11.310 22.878 4.965
O -11.889 23.714 4.293
O -11.747 22.307 6.043
C -12.853 22.886 6.800
H -9.113 24.941 4.682
H -8.036 24.851 3.256
H -7.674 23.993 4.829
H -8.613 22.356 3.178
H -9.882 23.412 2.773
H -12.407 23.800 7.192
H -13.132 22.241 7.633
H -13.755 23.132 6.239
C -0.853 22.887 9.108
C -1.721 22.971 10.375
O -3.063 22.697 10.135
C -3.881 23.652 9.751
O -3.615 24.816 9.408
O -5.061 23.111 9.860
C -6.285 23.930 9.731
H -1.003 21.927 8.615
H 0.186 23.157 9.295
H -1.126 23.674 8.404
H -1.460 23.926 10.829
H -1.371 22.244 11.108
H -6.322 24.626 8.894
H -6.349 24.477 10.672
H -7.170 23.298 9.795
C -13.392 31.277 8.388
C -12.262 30.279 8.569
O -12.803 28.959 8.801
C -12.153 28.006 9.608
O -11.163 28.182 10.341
O -12.870 26.859 9.523
C -12.320 25.697 10.193
H -14.189 30.921 7.735
H -13.194 32.319 8.138
H -13.839 31.258 9.382
H -11.610 30.555 9.397
H -11.576 30.238 7.723
H -12.476 25.779 11.268
H -11.240 25.576 10.105
H -12.781 24.797 9.787
C -4.454 35.151 8.278
C -4.822 34.038 7.370
O -5.983 33.423 7.942
C -6.298 32.227 7.607
O -5.669 31.396 6.915
O -7.487 31.947 8.069
C -7.921 30.592 8.069
H -3.812 35.843 7.732
H -3.805 34.739 9.051
H -5.287 35.714 8.697
H -4.048 33.273 7.303
H -5.072 34.413 6.377
H -8.358 30.326 7.107
H -8.795 30.550 8.719
H -7.147 29.889 8.375
C -8.189 27.131 8.532
C -8.379 26.058 7.589
O -9.264 25.122 8.185
C -9.199 23.851 7.918
O -8.503 23.276 7.108
O -9.994 23.146 8.799
C -10.096 21.680 8.730
H -7.576 27.901 8.063
H -7.709 26.662 9.390
H -9.104 27.641 8.833
H -7.420 25.576 7.399
H -8.832 26.343 6.639
H -9.416 21.187 9.425
H -10.008 21.291 7.715
H -11.139 21.492 8.986
C -5.284 22.374 6.051
N -4.809 21.362 6.972
C -3.362 21.262 7.030
C -5.813 20.631 7.560
O -5.619 19.704 8.314
H -4.598 23.219 6.110
H -6.309 22.729 6.152
H -5.100 21.949 5.064
H -2.976 20.282 7.311
H -3.020 21.501 6.023
H -2.978 22.046 7.682
H -6.779 20.941 7.133
Br -2.056 29.426 8.371
C -2.554 27.753 7.462
C -4.117 27.808 7.216
Br -4.600 26.017 6.514
H -2.314 26.866 8.049
H -1.933 27.655 6.571
H -4.358 28.586 6.490
H -4.546 27.857 8.216
Br -11.052 25.454 13.545
C -9.186 25.846 14.139
C -8.264 25.435 13.015
Br -6.327 25.792 13.526
H -8.989 25.203 14.997
H -9.179 26.861 14.537
H -8.440 26.052 12.134
H -8.280 24.364 12.813
Br -8.893 21.000 12.371
C -7.390 20.288 11.282
C -7.568 18.832 10.879
Br -8.767 18.678 9.337
H -6.446 20.471 11.794
H -7.317 20.970 10.434
H -8.024 18.158 11.604
H -6.651 18.358 10.527
```

Values from the calculation:
Net charge = 0
DFT total energy = -495953.883 eV
Kohn-Sham gap = 9.31 eV
Max |F| = 4.9 eV Å⁻¹

> Which value of Kohn-Sham gap does entry 4 give?

9.31 eV

> The lowest max |F| belongs to which entry?

C4H6N2OS